A cluster of 6 separate species, C43H51BF41NO13PS in total, computed with ωB97M-V/def2-TZVPD.

Properties
F_max: 3.29 eV/A
ΔE to the lowest compared entry with this formula, charge and spin: 0.0 kJ/mol
DFT total energy: -205740.2653 eV
HOMO-LUMO gap: 0.282 hartree
Total charge: +1

Each line ends with the Mulliken charge.
Positions of all 152 atoms, in Å:
1 C 0.035 -4.392 1.996  -1.3334
2 C 1.000 -4.133 0.841  0.5721
3 O 2.171 -4.942 1.033  -0.3941
4 C 2.806 -5.360 -0.130  -0.4901
5 O 4.149 -4.845 -0.147  -0.2010
6 C 4.328 -3.735 -0.913  -0.9945
7 O 4.522 -3.791 -2.123  -0.5262
8 C 4.338 -2.380 -0.256  1.1850
9 C 3.350 -1.486 -0.587  0.1442
10 C 2.279 -1.890 -1.565  -1.0665
11 C 2.574 -1.260 -2.929  -0.5204
12 C 1.332 -1.218 -3.834  -1.3465
13 C 0.522 0.062 -3.650  0.2331
14 O -0.519 -0.169 -2.713  -0.2827
15 C -0.893 1.002 -1.986  -0.1401
16 C 3.396 -0.241 -0.035  0.9720
17 C 2.359 0.786 -0.338  -0.3837
18 N 4.373 0.084 0.804  0.1528
19 B 4.334 1.527 1.325  0.4630
20 O 3.969 1.738 2.613  -0.5610
21 O 4.617 2.546 0.511  -0.0666
22 C 3.795 3.719 0.732  -0.7906
23 C 5.359 -0.780 1.163  0.7605
24 P 6.747 -0.362 2.295  0.5861
25 O 7.041 -1.576 3.293  -0.4234
26 O 6.470 0.906 3.218  -0.4237
27 S 8.277 -0.065 1.195  -0.3079
28 C 5.347 -2.028 0.618  -0.1665
29 C 6.404 -3.087 0.885  -1.3034
30 C 5.926 -4.199 1.848  -0.3576
31 F 6.661 -4.236 3.010  -0.3523
32 H -0.834 -4.946 1.658  0.3360
33 H 0.514 -4.988 2.767  0.3118
34 H -0.296 -3.460 2.437  0.3228
35 H 1.309 -3.085 0.897  -0.2215
36 H 0.495 -4.347 -0.097  0.3612
37 H 2.258 -5.105 -1.036  0.3910
38 H 2.906 -6.440 -0.104  0.3704
39 H 1.344 -1.467 -1.201  0.6701
40 H 2.130 -2.960 -1.597  0.4064
41 H 3.396 -1.748 -3.444  0.5546
42 H 2.891 -0.235 -2.740  0.4022
43 H 1.600 -1.385 -4.872  0.3540
44 H 0.698 -2.047 -3.519  0.4317
45 H 1.214 0.819 -3.274  -0.2247
46 H 0.129 0.409 -4.608  0.4740
47 H -0.338 1.884 -2.293  -0.0973
48 H -0.685 0.832 -0.930  0.2414
49 H -1.948 1.215 -2.124  0.0533
50 H 1.614 0.401 -1.013  -1.3900
51 H 2.790 1.658 -0.818  0.2146
52 H 1.831 1.061 0.575  0.6100
53 H 3.824 0.889 3.047  0.3362
54 H 3.827 4.344 -0.151  0.2299
55 H 4.137 4.287 1.589  0.4046
56 H 2.759 3.458 0.926  0.3241
57 H 6.442 -1.514 4.057  0.3602
58 H 6.112 0.721 4.100  0.3601
59 H 7.343 -2.659 1.193  0.6784
60 H 6.613 -3.554 -0.076  0.5937
61 H 6.040 -5.166 1.372  0.3241
62 H 4.865 -4.110 2.066  0.2094
63 C -3.152 -1.144 6.567  -0.7591
64 C -2.594 -0.400 5.337  0.9329
65 C -3.450 -0.360 4.068  0.0930
66 F -3.665 -1.588 3.565  -0.2007
67 F -2.795 0.354 3.120  -0.2736
68 F -1.357 -0.873 5.050  -0.2679
69 F -2.437 0.898 5.719  -0.3304
70 O -2.684 -2.466 6.825  -0.4010
71 C -3.278 -3.576 6.263  0.7774
72 C -2.313 -4.338 5.353  0.1662
73 F -1.893 -3.553 4.341  -0.1785
74 F -2.941 -5.407 4.816  -0.2601
75 F -4.425 -3.263 5.634  -0.2079
76 F -3.610 -4.397 7.285  -0.3268
77 H -2.787 -0.576 7.422  0.3987
78 H -4.239 -1.083 6.622  0.3473
79 H -4.412 0.122 4.261  0.2720
80 H -1.444 -4.682 5.918  0.2630
81 C -5.898 0.908 -5.187  -0.7681
82 C -6.160 -0.187 -6.241  0.9022
83 C -7.283 -1.191 -5.968  0.0837
84 F -7.048 -1.924 -4.864  -0.2183
85 F -7.370 -2.049 -7.011  -0.2624
86 F -5.005 -0.837 -6.505  -0.2670
87 F -6.514 0.465 -7.383  -0.3243
88 O -4.817 0.722 -4.276  -0.3166
89 C -4.967 0.042 -3.088  0.7391
90 C -4.087 -1.209 -3.038  0.7832
91 F -4.395 -2.069 -4.025  -0.2472
92 F -4.266 -1.863 -1.865  -0.2673
93 F -6.257 -0.234 -2.833  -0.3037
94 F -4.543 0.872 -2.103  -0.2766
95 H -5.593 1.779 -5.766  0.4058
96 H -6.811 1.207 -4.674  0.3086
97 H -8.244 -0.680 -5.861  0.2852
98 H -3.030 -0.942 -3.130  -0.2709
99 C 0.287 7.699 -4.552  -0.7231
100 C -1.000 7.255 -5.278  0.8471
101 C -2.228 6.930 -4.423  0.0779
102 F -2.005 5.889 -3.594  -0.1975
103 F -3.252 6.584 -5.234  -0.2595
104 F -0.714 6.221 -6.098  -0.2592
105 F -1.365 8.299 -6.070  -0.3208
106 O 1.315 6.726 -4.355  -0.3258
107 C 1.339 5.896 -3.262  0.6233
108 C 1.228 4.424 -3.663  0.2111
109 F 0.079 4.173 -4.308  -0.2767
110 F 1.251 3.651 -2.542  -0.2138
111 F 0.421 6.248 -2.345  -0.2763
112 F 2.550 6.051 -2.669  -0.2293
113 H 0.749 8.420 -5.224  0.4061
114 H 0.071 8.251 -3.638  0.3410
115 H -2.533 7.798 -3.833  0.2574
116 H 2.060 4.139 -4.310  0.3116
117 C -8.424 -6.322 7.597  -0.7536
118 C -8.257 -6.174 6.071  0.8554
119 C -7.470 -4.968 5.552  0.3741
120 F -8.055 -3.799 5.876  -0.2457
121 F -7.408 -5.019 4.200  -0.2883
122 F -9.470 -6.228 5.482  -0.2744
123 F -7.566 -7.274 5.656  -0.3196
124 O -9.652 -5.910 8.187  -0.3925
125 C -9.869 -4.611 8.596  0.8123
126 C -11.022 -3.955 7.831  0.1904
127 F -10.767 -3.917 6.510  -0.2138
128 F -11.179 -2.683 8.263  -0.2546
129 F -8.741 -3.875 8.542  -0.2837
130 F -10.232 -4.665 9.896  -0.2993
131 H -8.408 -7.397 7.771  0.4162
132 H -7.565 -5.928 8.140  0.3618
133 H -6.448 -4.972 5.939  0.0299
134 H -11.948 -4.509 7.994  0.2436
135 C 7.452 4.857 -2.550  -0.8396
136 C 7.471 4.056 -3.866  0.9703
137 C 8.462 4.479 -4.954  0.0442
138 F 8.221 5.725 -5.397  -0.2145
139 F 8.338 3.642 -6.010  -0.2662
140 F 6.217 3.999 -4.371  -0.2535
141 F 7.813 2.780 -3.526  -0.3561
142 O 6.438 5.840 -2.374  -0.3026
143 C 6.595 7.146 -2.803  0.7165
144 C 5.565 7.524 -3.871  0.5411
145 F 5.677 6.735 -4.957  -0.2246
146 F 5.765 8.801 -4.265  -0.2784
147 F 7.854 7.387 -3.204  -0.2941
148 F 6.369 7.936 -1.730  -0.3089
149 H 7.224 4.118 -1.783  0.4540
150 H 8.438 5.244 -2.294  0.3404
151 H 9.490 4.421 -4.586  0.2883
152 H 4.552 7.426 -3.476  -0.0273